ORCA calculation (the ωB97M-V functional and the def2-TZVPD basis) on a 3-piece molecular cluster, C21H45BrN3O2S overall in a non-equilibrium geometry.

Structure (XYZ):
```
73
Properties=species:S:1:pos:R:3:forces:R:3:mulliken_spin:R:1
C 2.86653 0.83111 -2.27356 -0.89 0.05 0.24 0.01
C 1.62945 1.28954 -1.26330 0.40 -0.79 -0.94 0.00
C 0.53711 2.07303 -2.23817 2.32 1.13 -0.07 0.00
Br -0.15385 3.73794 -1.37291 0.14 -1.39 -0.74 0.00
S -0.76995 0.81008 -2.69217 -0.19 -0.71 0.35 0.00
N -2.40243 1.40220 -2.31964 0.05 -0.99 -0.12 0.00
H 3.57101 1.76839 -2.47682 -1.54 -2.23 0.29 0.00
H 3.44269 -0.06736 -1.79356 -0.91 1.86 -0.98 -0.01
H 2.33272 0.44972 -3.26852 1.50 0.78 1.92 0.00
H 2.05708 1.97882 -0.41339 -1.29 -1.35 -1.71 0.00
H 1.11821 0.29926 -0.85535 1.10 2.29 -0.53 0.00
H 1.10750 2.41349 -3.22569 -1.57 -0.79 2.06 0.00
H -0.64783 0.61223 -4.10493 -0.75 1.07 1.47 0.00
H -2.51498 1.45254 -1.26305 0.71 -0.05 -1.36 0.00
H -3.04511 0.60004 -2.58973 0.97 1.05 0.19 0.00
C -7.58237 1.82925 -0.55985 0.07 0.08 -0.27 0.01
C -7.06451 2.15628 0.87040 -1.74 -1.09 -0.68 0.02
C -7.79011 3.39420 1.46405 0.29 0.22 0.22 0.02
C -7.28502 4.73147 0.94516 -0.08 -0.02 -0.02 -0.02
C -5.77643 4.82725 1.11484 -0.05 -0.06 0.07 0.01
C -5.02727 3.65432 0.43368 1.03 1.08 -1.25 0.02
N -5.56913 2.30572 0.83542 0.75 0.46 4.88 0.27
O -5.08792 2.02952 2.12766 -0.87 0.36 -3.56 0.66
C -5.10378 3.84487 -1.10717 -0.23 0.02 -0.05 0.02
C -3.49833 3.80166 0.73340 -0.46 -0.38 0.62 -0.01
C -7.55818 0.91916 1.70288 0.82 0.32 0.30 -0.01
H -7.04012 2.31111 -1.36598 0.04 0.19 0.06 0.00
H -7.51183 0.75511 -0.77252 0.01 0.16 0.22 0.00
H -8.63457 2.11500 -0.67436 0.18 -0.08 0.17 0.00
H -7.67278 3.39695 2.55720 0.13 -0.18 -0.18 0.00
H -8.86966 3.32690 1.28145 0.24 -0.29 -0.06 0.00
H -7.57820 4.86429 -0.10093 0.08 0.02 0.00 0.00
H -7.76494 5.54221 1.50418 0.04 -0.09 -0.11 0.00
H -5.43059 5.78696 0.70254 0.14 -0.35 -0.04 0.00
H -5.53822 4.85637 2.18581 0.04 -0.20 -0.12 0.00
H -4.70126 2.97336 -1.63638 -0.12 0.05 0.08 -0.01
H -4.51469 4.71444 -1.42631 -0.02 -0.19 0.31 0.00
H -6.11154 4.04122 -1.47129 0.03 -0.15 0.04 0.00
H -3.27738 3.82580 1.80611 -0.16 -0.24 -0.21 0.00
H -3.10543 4.74021 0.32280 -0.38 -0.18 -0.10 0.00
H -2.92636 2.98252 0.28028 -0.10 0.02 0.11 0.00
H -7.04585 -0.00103 1.39679 -0.01 0.24 0.03 0.00
H -8.63355 0.75999 1.55555 0.23 0.28 -0.25 0.00
H -7.40805 1.05108 2.78058 0.13 0.03 -0.29 0.00
C 5.29081 -5.74813 -0.40484 -0.16 -0.12 0.23 0.01
C 5.99253 -4.38921 -0.69062 -0.04 -1.86 -1.08 0.02
C 7.46677 -4.40172 -0.20295 0.09 0.39 0.16 0.02
C 7.63810 -4.20691 1.29549 0.02 -0.07 -0.02 -0.02
C 6.90399 -2.95529 1.75194 0.04 -0.03 -0.15 0.02
C 5.40300 -2.97470 1.36773 -0.79 0.11 1.92 0.02
N 5.17971 -3.27480 -0.09303 2.81 3.88 -1.86 0.30
O 5.47884 -2.10333 -0.81131 -1.38 -2.95 1.72 0.64
C 4.67484 -4.01522 2.26411 0.02 -0.23 -0.06 0.02
C 4.76086 -1.61702 1.80770 0.24 0.06 -0.76 -0.02
C 6.05130 -4.35926 -2.25997 -0.12 0.84 0.36 0.00
H 4.78650 -5.81210 0.55310 0.11 0.10 0.11 0.00
H 4.51311 -5.95864 -1.14973 0.21 0.18 0.05 0.00
H 6.00673 -6.57770 -0.43886 -0.04 0.24 -0.10 0.00
H 8.02524 -3.60032 -0.70754 -0.28 -0.03 -0.02 0.00
H 7.95780 -5.33715 -0.49820 -0.34 0.10 -0.14 0.00
H 7.28742 -5.09359 1.83283 -0.04 0.07 0.03 0.00
H 8.70384 -4.10756 1.52891 -0.13 -0.06 -0.02 0.00
H 7.01388 -2.85399 2.84204 -0.32 0.04 -0.24 0.00
H 7.39384 -2.07477 1.31687 -0.20 -0.07 -0.10 0.00
H 3.63687 -4.16012 1.94280 0.19 0.01 -0.04 -0.01
H 4.64362 -3.68141 3.30939 0.09 0.17 -0.33 0.00
H 5.17062 -4.98473 2.29509 -0.06 0.03 -0.12 0.00
H 5.25900 -0.74887 1.36243 -0.09 -0.28 -0.12 0.00
H 4.83199 -1.48181 2.89421 0.08 -0.37 -0.24 0.00
H 3.69689 -1.57931 1.54314 0.17 -0.07 -0.03 0.00
H 5.04872 -4.28200 -2.69789 0.15 0.03 0.18 0.00
H 6.50751 -5.27921 -2.64603 -0.12 0.05 0.42 0.00
H 6.65556 -3.52839 -2.64194 -0.20 -0.08 0.21 0.00
```
Positions in Å, forces in eV/Å.

Charge   +1
Multiplicity   3
DFT total energy   -111935.486 eV
HOMO-LUMO gap (alpha / beta)   6.54 / 7.15 eV
Lowest unoccupied orbital energy (alpha / beta)   -0.160 / -0.160 Ha

=====

ORCA calculation (the ωB97M-V functional and the def2-TZVPD basis) on a 13-piece molecular cluster, C21H45N16O26 overall in a non-equilibrium geometry.

Structure (XYZ):
```
108
Properties=species:S:1:pos:R:3:forces:R:3:lowdin_charge:R:1
O 0.89554 -3.82816 1.22024 -5.88 8.03 0.50 0.01
C 0.17545 -2.67449 1.29987 6.04 -3.97 -0.20 -0.19
O -1.32347 -2.69562 1.23290 2.39 0.07 -0.04 -0.04
N -1.75074 -1.87142 2.24216 -2.04 2.40 1.52 0.01
C -2.68871 -0.86088 2.05272 -4.13 4.57 -1.60 -0.12
N -3.23854 0.15686 3.03207 -1.78 0.26 -4.31 0.09
C -4.24837 1.04078 2.31790 2.93 -4.76 -2.83 0.07
N -4.33792 0.57269 0.86807 1.31 0.78 5.65 0.04
N -3.43586 -0.50014 0.76368 2.10 -1.76 1.71 0.05
C 0.91328 -1.19149 1.53147 0.92 3.08 0.49 -0.08
C 2.22567 -1.00178 2.54489 -1.69 2.92 -2.18 0.01
C 2.88513 0.51072 2.73943 -3.51 -0.95 -2.46 -0.03
C 2.21820 1.82664 1.95709 -1.59 -3.39 -0.50 -0.02
C 0.91467 1.67896 0.94021 1.53 -4.42 2.40 -0.04
C 0.30580 0.15860 0.75536 2.33 0.40 2.22 -0.02
H -1.27254 -2.01585 3.17402 -1.09 0.55 -1.39 0.21
H -4.90833 1.93777 2.72166 1.78 -1.99 -0.61 0.13
H -4.93982 0.98165 0.09136 1.26 -1.09 0.89 0.17
H -3.26910 -0.99989 -0.14088 -0.42 0.97 1.21 0.15
H 2.65087 -1.96175 3.08777 -0.91 2.33 -1.25 0.11
H 3.83298 0.59233 3.43882 -2.28 0.01 -1.69 0.10
H 2.66948 2.90060 2.11300 -0.93 -2.55 -0.32 0.10
H 0.41004 2.58663 0.38581 1.37 -2.10 1.25 0.10
H -0.62322 -0.04610 0.06016 2.12 0.66 1.43 0.08
C -5.41512 -1.91149 -2.36507 -0.16 -0.32 0.00 0.05
N -6.15708 -0.68453 -1.96790 -1.27 0.05 0.43 -0.42
O -7.28628 -0.83653 -1.48738 2.00 0.63 -0.76 0.08
O -5.58506 0.39645 -2.14978 -0.53 -0.77 0.63 0.02
H -6.03501 -2.78451 -2.14972 0.11 0.35 -0.07 0.05
H -5.20844 -1.83979 -3.43480 0.09 0.08 0.22 0.12
H -4.49176 -1.94112 -1.78306 -0.06 0.12 -0.24 0.08
C 4.27178 1.67988 -2.33459 0.01 -0.08 -0.05 0.01
N 3.45422 2.32439 -1.27163 -0.20 0.27 0.10 -0.39
O 2.41199 2.88924 -1.62344 1.11 -0.55 0.98 0.03
O 3.88182 2.24514 -0.11418 -0.69 0.42 -1.46 0.02
H 3.77860 1.82728 -3.29784 0.05 0.00 0.35 0.11
H 5.25473 2.15522 -2.32797 -0.33 -0.27 0.12 0.05
H 4.34293 0.61666 -2.09647 -0.06 0.44 0.08 0.07
C 6.33843 -2.18520 -4.18792 0.05 -0.25 0.42 0.03
N 5.59646 -0.95824 -3.79076 -0.05 0.68 0.12 -0.39
O 4.46727 -1.11023 -3.31024 1.33 0.25 -0.70 0.04
O 6.16848 0.12274 -3.97263 -1.11 -1.40 0.32 0.06
H 5.71854 -3.05822 -3.97257 0.42 0.81 0.16 0.06
H 6.54510 -2.11349 -5.25766 0.03 0.03 0.27 0.11
H 7.26179 -2.21483 -3.60591 -0.07 0.21 -0.19 0.11
C -8.39571 -6.21902 -1.94007 -0.31 -0.23 -0.20 0.03
N -7.69024 -4.92817 -1.71712 0.01 0.33 0.41 -0.39
O -7.09950 -4.43171 -2.68338 -0.54 -0.41 1.32 0.03
O -7.74935 -4.44979 -0.57850 0.50 -0.30 -1.86 0.04
H -8.26026 -6.52051 -2.98101 0.07 0.20 0.28 0.10
H -7.95583 -6.95580 -1.26491 -0.37 0.37 -0.09 0.06
H -9.45303 -6.05912 -1.71936 0.22 0.04 0.10 0.11
C -3.68392 4.73907 5.59678 0.03 -0.22 0.42 0.05
N -4.29762 4.38530 4.28839 -0.09 0.61 -0.96 -0.39
O -4.83907 3.27725 4.19828 0.43 1.09 -0.25 -0.02
O -4.21842 5.22984 3.38878 -0.33 -1.73 1.34 0.08
H -3.82770 3.90805 6.29070 -0.07 0.18 -0.28 0.10
H -2.62068 4.91788 5.42441 -0.24 0.10 -0.07 0.11
H -4.18383 5.63810 5.96292 0.15 -0.11 -0.17 0.11
C 7.85492 5.22275 -1.97429 -0.10 0.28 -0.07 0.02
N 6.92383 4.07415 -2.13996 -0.28 -0.40 -0.15 -0.39
O 5.84468 4.29668 -2.70122 1.29 -0.54 0.78 0.05
O 7.30249 2.98168 -1.70186 -0.79 1.32 -0.70 0.05
H 7.39463 6.11544 -2.40331 0.03 -0.36 0.11 0.10
H 8.02835 5.35466 -0.90439 0.01 -0.15 -0.38 0.05
H 8.77985 4.97556 -2.49928 -0.16 -0.04 0.19 0.10
C 11.97167 3.49561 -0.96575 -0.05 -0.37 0.00 0.04
N 11.22971 4.72257 -0.56859 -0.50 0.92 0.33 -0.41
O 10.10051 4.57057 -0.08807 1.64 0.43 -0.53 0.04
O 11.80172 5.80355 -0.75046 -1.00 -1.51 0.33 0.06
H 11.35178 2.62259 -0.75040 0.06 0.32 -0.02 0.10
H 12.17834 3.56731 -2.03548 0.08 0.08 0.23 0.10
H 12.89503 3.46598 -0.38374 -0.12 0.11 -0.21 0.10
C -8.23055 3.64470 4.85678 -0.27 -0.03 -0.25 0.04
N -8.05754 3.44806 6.32138 -0.28 -0.26 1.20 -0.42
O -9.05179 3.09537 6.96650 1.74 0.55 -0.85 0.07
O -6.92864 3.65336 6.78207 -1.47 -0.26 -0.49 0.04
H -9.26808 3.43018 4.59161 0.25 0.05 0.20 0.10
H -7.98220 4.68398 4.63225 0.08 -0.22 0.03 0.10
H -7.55244 2.95555 4.34938 -0.01 0.24 0.15 0.08
C 8.08032 9.03435 1.17322 -0.09 0.11 0.32 0.04
N 8.00244 7.83606 0.29475 0.00 -0.77 -0.59 -0.40
O 7.38905 6.85435 0.72957 0.85 1.23 -0.75 0.05
O 8.55929 7.91475 -0.80640 -0.88 -0.23 1.59 0.05
H 7.55006 8.82465 2.10470 0.12 -0.07 -0.31 0.10
H 9.13638 9.23277 1.36701 -0.19 0.01 -0.18 0.11
H 7.61123 9.86427 0.64087 0.22 -0.15 0.01 0.10
C -4.14508 -6.90991 -0.64517 0.04 0.32 -0.05 0.05
N -5.07617 -8.05852 -0.81083 -0.39 -1.30 0.15 -0.40
O -6.15532 -7.83599 -1.37209 1.60 -0.58 0.70 0.03
O -4.69751 -9.15099 -0.37274 -0.79 1.88 -0.83 0.08
H -4.60537 -6.01723 -1.07418 0.00 -0.29 0.06 0.09
H -3.97165 -6.77801 0.42474 0.06 -0.16 -0.20 0.10
H -3.22015 -7.15711 -1.17015 -0.14 -0.04 0.22 0.10
C 3.24448 -5.23490 -6.43485 -0.23 -0.17 -0.24 0.04
N 4.61667 -4.66356 -6.36901 0.94 0.10 -0.57 -0.39
O 5.32488 -4.77434 -7.37660 -0.94 0.35 1.83 0.08
O 4.94411 -4.12012 -5.30776 -0.61 -1.27 -1.98 0.01
H 3.09361 -5.67900 -7.42116 0.17 0.16 0.24 0.10
H 3.16585 -5.99409 -5.65406 0.01 0.25 -0.05 0.10
H 2.53916 -4.41835 -6.26761 0.17 -0.15 0.11 0.10
C -8.16114 -5.03322 3.05930 0.08 0.17 0.29 0.04
N -8.14102 -6.38864 2.44603 0.03 -1.15 -0.39 -0.42
O -7.61304 -7.29711 3.09796 -0.74 1.20 -1.13 0.06
O -8.65570 -6.50234 1.32756 0.75 -0.04 1.67 0.04
H -7.67684 -5.08058 4.03706 -0.13 -0.13 -0.27 0.10
H -7.61750 -4.36150 2.39190 -0.25 -0.12 -0.02 0.09
H -9.20600 -4.73285 3.16063 0.20 -0.02 -0.16 0.11
```
Positions in Å, forces in eV/Å.

Charge   +1
Multiplicity   1
DFT total energy   -99527.047 eV
HOMO-LUMO gap   7.27 eV
Lowest unoccupied orbital energy   -0.135 Ha

=====

ORCA calculation (the ωB97M-V functional and the def2-TZVPD basis) on C21H46AuN2O9P2 as an isolated structure in a non-equilibrium geometry.

Structure (XYZ):
```
81
Properties=species:S:1:pos:R:3:forces:R:3:mulliken_spin:R:1
Au -17.16477 0.57200 -8.10289 -0.26 -0.66 -1.19 0.76
C -14.65669 -2.07755 -5.11078 -0.17 -2.01 0.20 0.00
N -15.86118 -2.74764 -5.75669 0.85 2.01 1.01 0.03
C -16.04139 -4.15341 -5.33314 -2.02 0.26 -0.79 0.00
C -16.68213 -2.02121 -6.49146 0.81 -1.90 -0.28 -0.04
O -16.45833 -0.79971 -6.73309 0.46 1.68 0.01 0.08
C -17.78821 -2.75837 -7.17553 -1.66 -0.50 0.30 0.00
O -17.28168 -3.33459 -8.38518 0.94 -0.22 0.70 0.00
C -18.05229 -3.38335 -9.55277 -1.98 0.02 0.76 -0.05
C -17.24688 -4.11216 -10.59721 2.13 2.43 0.31 -0.07
O -16.21585 -3.58489 -11.07085 -2.41 -1.37 0.82 0.35
N -17.60101 -5.39793 -10.93327 -0.07 -1.03 -0.28 0.61
C -18.92423 -6.00179 -10.53818 0.22 0.86 0.19 0.00
C -16.59883 -6.07388 -11.72323 -0.09 -2.05 -0.79 0.00
H -14.89490 -1.13161 -4.65873 -0.24 0.38 -0.06 0.00
H -14.40951 -2.82415 -4.30284 0.28 1.18 -0.84 0.00
H -13.85392 -1.99364 -5.86766 -0.38 -0.03 0.54 0.00
H -16.54611 -4.60666 -6.16754 -0.21 -0.68 -0.15 0.00
H -15.10824 -4.67429 -5.27979 0.59 0.11 0.53 0.00
H -16.72946 -4.24905 -4.44763 1.14 0.22 -0.56 0.00
H -18.07326 -3.55921 -6.43960 -0.39 0.69 -1.08 0.00
H -18.65289 -2.06312 -7.33008 0.56 -0.62 -0.05 0.01
H -19.06511 -3.85868 -9.37867 1.16 0.83 -0.12 0.00
H -18.22462 -2.38244 -9.90573 -0.20 0.59 -0.46 -0.01
H -19.65216 -5.78343 -11.37788 0.67 -0.28 0.83 0.05
H -18.81929 -7.07587 -10.36474 0.14 0.17 -0.37 0.01
H -19.25963 -5.50798 -9.58000 0.28 -0.85 -1.35 0.01
H -16.69702 -7.20493 -11.55361 -0.01 1.69 -0.61 0.01
H -16.74085 -5.78086 -12.82385 -0.02 -0.59 1.19 0.07
H -15.57640 -5.74318 -11.47397 -0.62 0.01 0.05 0.02
C -11.43374 -1.35806 -11.95106 0.65 1.07 0.81 0.00
C -12.81340 -1.71037 -11.54845 -0.09 -1.11 1.19 0.00
C -13.10031 -1.53553 -10.07127 -0.86 0.54 0.99 0.00
O -13.78271 -1.06453 -12.34885 -1.17 0.76 -0.38 0.01
P -14.17190 0.47098 -12.08982 1.78 -0.47 -2.83 -0.01
O -13.11568 1.18784 -11.36091 -1.30 0.23 0.29 0.03
C -15.84178 0.23212 -11.35908 -0.30 0.86 1.48 0.04
P -16.93696 1.69243 -11.10476 1.22 3.15 -3.48 -0.05
O -17.79829 1.47521 -9.86773 -0.03 -0.78 2.61 0.11
O -15.93840 2.94569 -10.92928 -2.25 -1.95 -0.28 -0.01
C -15.62836 3.83982 -12.15461 -0.12 1.23 0.64 0.00
C -16.66578 4.96383 -12.35053 -0.27 -1.13 2.03 0.00
C -14.30932 4.45237 -11.74303 0.96 -1.88 0.67 0.00
O -17.92636 2.10031 -12.31988 0.69 -1.63 1.43 0.02
C -19.21767 1.28698 -12.71677 1.04 0.99 -1.09 0.00
C -20.00903 2.15028 -13.75702 0.54 -2.49 0.34 0.00
C -18.77058 -0.00812 -13.38917 2.27 0.68 1.89 0.00
O -14.45902 0.95602 -13.60402 -1.21 0.34 3.28 0.02
C -13.83943 0.54276 -14.82507 0.60 -1.01 -0.42 0.00
C -15.00789 0.33042 -15.80230 0.03 -0.10 1.30 0.00
C -12.85357 1.61195 -15.27384 1.61 -1.84 0.32 0.00
H -10.72629 -1.91266 -11.30652 -0.17 0.09 -0.67 0.00
H -11.31647 -0.29011 -11.69046 0.38 -0.38 -0.54 0.00
H -11.31796 -1.55279 -13.01801 0.40 0.05 0.17 0.00
H -12.90907 -2.77193 -11.71587 -0.58 -0.45 -0.49 0.00
H -12.83628 -0.53090 -9.68138 0.41 -0.72 -0.18 0.00
H -12.63198 -2.36381 -9.54250 0.35 0.32 0.27 0.00
H -14.18452 -1.62686 -9.80419 0.49 -0.24 -0.58 0.00
H -15.67270 -0.10527 -10.28773 0.24 0.21 -1.00 -0.01
H -16.27156 -0.62045 -11.86351 -0.41 -0.04 -0.25 0.00
H -15.60300 3.12005 -12.95211 0.26 0.04 -0.63 0.00
H -16.61662 5.60832 -11.43412 -0.15 -0.40 -0.88 0.00
H -17.68300 4.55706 -12.44002 0.33 0.32 -0.18 0.00
H -16.39356 5.54623 -13.20538 0.12 0.29 -0.56 0.00
H -14.47120 4.91237 -10.73537 0.37 -0.13 -0.97 0.00
H -13.96021 5.16387 -12.48826 -0.05 0.12 0.14 0.00
H -13.54707 3.59957 -11.64399 -0.87 1.43 -0.05 0.00
H -19.69523 1.19688 -11.75013 -0.47 -0.14 -0.09 0.00
H -19.61007 2.03088 -14.77845 0.41 0.48 0.58 0.00
H -20.10529 3.14225 -13.41785 -0.23 1.21 0.10 0.00
H -20.98260 1.65108 -13.86725 -0.04 0.38 0.43 0.00
H -17.84476 0.21865 -13.95910 -0.98 0.03 -0.45 0.00
H -19.60089 -0.34811 -13.94277 -0.55 -0.87 -0.86 0.00
H -18.35109 -0.75367 -12.66710 -0.95 0.22 -0.28 0.00
H -13.35116 -0.43253 -14.60130 -0.17 0.63 -0.39 0.00
H -15.55135 1.30004 -15.94896 0.34 -1.01 -0.01 0.00
H -15.64940 -0.47165 -15.33823 0.28 0.92 -0.64 0.00
H -14.59344 -0.06040 -16.71526 -0.11 0.03 -0.58 0.00
H -13.46807 2.42759 -15.55873 0.07 1.33 -0.15 0.00
H -12.33095 1.19512 -16.16003 -0.43 0.42 0.22 0.00
H -11.99278 1.80575 -14.54519 -1.62 0.07 -0.71 0.00
```
Positions in Å, forces in eV/Å.

Charge   +3
Multiplicity   3
DFT total energy   -66172.330 eV
HOMO-LUMO gap (alpha / beta)   7.88 / 2.81 eV
Lowest unoccupied orbital energy (alpha / beta)   -0.338 / -0.517 Ha
Relative energy (zero: lowest compared OMol25 entry of this formula, charge and spin)   0.1554 eV